(1)
ORCA calculation (ωB97M-V/def2-TZVPD) on a structure of composition C5H8O in a non-equilibrium geometry.

Results
HOMO level	-9.13	eV
orbital gap	10.145	eV

CARTESIAN COORDINATES (ANGSTROEM)
C 1.7353 -0.8594 0.3892
C 0.5887 -0.0482 -0.1338
C -0.5240 0.8311 0.5956
C -1.5374 0.3345 -0.3465
C -0.3619 -0.2908 -1.2574
O 0.7356 0.5980 -1.3935
H 1.3705 -1.5460 1.1585
H 2.5003 -0.2163 0.8404
H 2.2055 -1.4348 -0.4161
H -1.3231 0.9639 1.4227
H -0.2737 1.8799 0.4161
H -2.1957 -0.4778 -0.0613
H -2.3663 1.2455 0.2764
H -0.3750 -1.1489 -1.9438

(2)
ORCA calculation (ωB97M-V/def2-TZVPD) on a cluster of 2 separate species, C5H8O in total.

Results
HOMO level	-9.19	eV
orbital gap	10.294	eV

CARTESIAN COORDINATES (ANGSTROEM)
C -0.1701 -1.1833 -1.8075
C -0.0402 -0.1817 -0.7070
C 0.1966 -0.4232 0.7874
C -0.5952 0.5984 1.1351
C -0.8746 0.9460 -0.3320
O 0.3893 1.1567 -0.9960
H -0.8280 -2.0031 -1.4949
H 0.8030 -1.6114 -2.0768
H -0.5872 -0.6949 -2.6916
H 1.8956 0.8171 3.0990
H 0.8566 -1.1084 1.3110
H -0.8386 1.0949 2.0752
H 1.5869 1.2878 2.6210
H -1.7815 1.3076 -0.8029

(3)
ORCA calculation (ωB97M-V/def2-TZVPD) on an isolated molecule of C5H8O in a non-equilibrium geometry.

Results
HOMO level	-9.48	eV
orbital gap	10.325	eV

CARTESIAN COORDINATES (ANGSTROEM)
C -0.3344 -0.3034 1.6327
O 0.5692 0.7544 1.8041
C 1.1929 1.4204 0.5998
C 0.7246 0.8057 -0.6210
C -0.0027 -0.0641 -1.0608
C -0.7613 -0.9848 -1.8915
H 0.0311 -1.2520 2.0520
H -1.3490 -0.0656 1.9846
H -0.4498 -0.5019 0.5439
H 0.9273 2.4854 0.6450
H 2.2811 1.3240 0.7100
H -1.8425 -0.8845 -1.7583
H -0.5012 -0.7030 -2.9121
H -0.4855 -2.0306 -1.7284

(4)
ORCA calculation (ωB97M-V/def2-TZVPD) on a cluster of 2 separate species, C5H8O in total.

Results
HOMO level	-8.12	eV
orbital gap	9.102	eV

CARTESIAN COORDINATES (ANGSTROEM)
C -2.3201 0.4780 -0.4164
C -1.1414 0.2965 -1.3329
C 0.0960 0.0835 -0.9404
C 1.3019 -0.1028 -0.5738
C 2.5656 -0.2604 -0.2332
O 3.0553 -0.3509 1.0301
H -2.7288 1.4913 -0.5138
H -3.1257 -0.2206 -0.6712
H -2.0431 0.3192 0.6294
H -0.1936 -0.7696 2.6928
H -1.3287 0.3692 -2.4040
H 3.3622 -0.3332 -0.9681
H 0.1777 -0.7539 2.0482
H 2.3225 -0.2461 1.6534

(5)
ORCA calculation (ωB97M-V/def2-TZVPD) on an isolated molecule of C5H8O in a non-equilibrium geometry.

Results
HOMO level	-9.24	eV
orbital gap	10.274	eV

CARTESIAN COORDINATES (ANGSTROEM)
O 1.4018 -1.4885 -0.1069
C 0.8196 -0.7236 0.9012
C 0.5736 0.7173 0.3243
C -0.2050 0.7466 -1.0261
C -1.1926 -0.3190 -0.5013
C -0.5400 -0.2256 0.8696
H 1.5962 -0.5050 -0.3515
H 1.3233 -0.7401 1.8662
H 0.9847 1.6032 0.7920
H 0.3142 0.5331 -1.9683
H -0.7057 1.7180 -1.1287
H -2.2388 -0.0114 -0.4983
H -1.0909 -1.3016 -0.9685
H -1.0406 -0.0036 1.7961

(6)
ORCA calculation (ωB97M-V/def2-TZVPD) on a structure of composition C5H8O in a non-equilibrium geometry.

Results
HOMO level (spin up / spin down)	-7.90 / -7.31	eV
orbital gap (spin up / spin down)	8.051 / 7.612	eV

CARTESIAN COORDINATES (ANGSTROEM)
C 1.3246 0.7248 -0.8670
C 0.7826 0.3890 0.3933
C -0.6422 0.9559 0.6885
O -1.5268 0.4189 -0.1994
C -1.0859 -0.9431 -0.3745
C 0.1586 -1.0044 0.4617
H 0.7397 0.6213 -1.7753
H 2.3285 1.1249 -0.9828
H 1.4348 0.5798 1.2458
H -0.8863 2.0038 0.8823
H -0.5422 -0.2087 1.5050
H -0.9530 -1.0985 -1.4491
H -1.8621 -1.6312 -0.0188
H 0.7297 -1.9328 0.4904

no.,energy (eV)
1,-7356.099
2,-7357.832
3,-7358.765
4,-7358.510
5,-7358.665
6,-7356.248